Model A:
Density functional theory data (the ωB97M-V functional and the def2-TZVPD basis) for an isolated molecule of C5H8FNO2.

Geometry as XYZ:
```
17
C5H8FNO2 | OMol25 | the ωB97M-V functional and the def2-TZVPD basis
C 1.20450 0.87008 -2.03049
C -0.45446 0.01482 0.92129
C 0.26220 1.26585 0.36604
C -0.87774 -0.89517 -0.20645
C 1.33057 0.79225 -0.59283
N 0.14933 -1.52914 -0.83063
O 2.22606 0.66349 -2.85715
O 0.14692 1.36449 -2.39887
F 2.39731 0.18060 -0.00687
H -0.02696 -0.41723 1.75070
H -1.53396 0.23450 1.24523
H -0.33028 1.95206 -0.31291
H 0.67772 1.83564 1.17980
H -1.58390 -1.58104 0.16873
H -1.35485 -0.26730 -0.97503
H 0.70279 -1.91153 -0.14932
H 3.04517 0.23918 -2.71627
```

Calculated values
Molar mass   133.12 g mol⁻¹
Kohn-Sham gap (alpha / beta)   9.2 / 8.3 eV

---

Model B:
Density functional theory data (the ωB97M-V functional and the def2-TZVPD basis) for a cluster of 2 separate species, C5H8FNO2 in total.

Geometry as XYZ:
```
17
C5H8FNO2 | OMol25 | the ωB97M-V functional and the def2-TZVPD basis
C 2.14803 -0.59921 -0.04480
C 0.90382 0.26546 -0.18633
F 1.30297 1.47740 0.33840
C -0.29086 -0.17399 0.59241
N -0.92635 -1.20604 0.20523
O -0.78525 -2.10652 -0.67481
O -2.11258 -1.44030 1.04524
H 1.99823 -1.63306 -0.31340
H 2.98681 -0.27001 -0.74251
H 2.48606 -0.61344 0.96497
H 0.82801 0.55962 -1.29497
H -0.67001 0.48155 1.35661
H -2.23671 -2.31199 1.21043
C -0.99427 2.25366 -0.91844
C -1.78093 1.55034 -0.28697
H -0.46656 2.97528 -1.43624
H -2.39038 0.79123 0.18517
```

Calculated values
Molar mass   133.12 g mol⁻¹
Kohn-Sham gap (alpha / beta)   9.8 / 9.8 eV
SMILES   C[C@H](F)/C=[N+](\[O-])O.C#C

---

model A is preferred energetically. Next in line: 0.1110 hartree higher.

---

Model A:
Density functional theory data (the ωB97M-V functional and the def2-TZVPD basis) for an isolated molecule of C5H8OS2.

Geometry as XYZ:
```
16
C5H8OS2 | OMol25 | the ωB97M-V functional and the def2-TZVPD basis
C -0.88192 -1.09773 1.10923
O 0.46153 -1.40511 1.55228
C 1.47008 -0.75879 0.73791
S 1.22419 -0.79386 -1.16786
C 0.08818 0.53460 -1.45891
C 0.21823 1.95535 -1.00372
C -1.09834 1.13105 -0.74381
S -1.37278 0.68950 0.99457
H -1.13993 -1.52489 0.17797
H -1.62525 -1.53286 1.84093
H 1.76453 0.26548 0.95056
H 2.35418 -1.29150 0.98570
H -0.34079 0.37581 -2.38669
H 0.63591 2.23390 -0.01693
H 0.31565 2.64878 -1.76138
H -2.05665 1.14893 -1.27997
```

Calculated values
Molar mass   148.25 g mol⁻¹
Kohn-Sham gap   9.6 eV
SMILES   C1OCS[C@@H]2C[C@@H]2S1

---

Model B:
Density functional theory data (the ωB97M-V functional and the def2-TZVPD basis) for an isolated molecule of C5H8OS2.

Geometry as XYZ:
```
16
C5H8OS2 | OMol25 | the ωB97M-V functional and the def2-TZVPD basis
S 2.04979 1.77361 0.19414
C 1.20979 0.20515 -0.02999
C -0.24026 0.36411 0.43781
C -1.15813 0.67311 -0.71980
S -1.25379 -1.15060 -1.44738
C -0.58119 -2.00502 0.14558
C -0.87693 -0.80089 0.97649
O -0.25354 0.14221 1.84016
H 1.60662 2.11233 1.46465
H 1.29957 0.09684 -1.13961
H 1.76909 -0.51656 0.50608
H -0.68228 1.32300 -1.45418
H -2.13066 1.03870 -0.43451
H 0.48819 -2.29109 -0.03181
H -1.20896 -2.81811 0.45211
H -1.96890 -0.66970 1.10730
```

Calculated values
Molar mass   148.25 g mol⁻¹
Kohn-Sham gap   9.7 eV
SMILES   SC[C@@]12CSC[C@H]1O2

---

Model C:
Density functional theory data (the ωB97M-V functional and the def2-TZVPD basis) for an isolated molecule of C5H8OS2.

Geometry as XYZ:
```
16
C5H8OS2 | OMol25 | the ωB97M-V functional and the def2-TZVPD basis
C 2.13132 -0.16422 -0.04112
C 1.01601 0.89837 0.16396
C -0.31807 0.50020 -0.54111
C -1.92300 1.22533 0.05448
O -2.61106 2.17678 0.04195
C -1.53538 -0.11753 0.12463
S -2.46112 -1.28966 -1.07502
S -1.31782 -0.88885 1.87228
H 1.94689 -1.09139 0.66867
H 3.02077 0.19495 0.27760
H 2.34935 -0.37693 -1.03267
H 1.29875 1.73158 -0.33706
H 1.10516 1.09612 1.25577
H -0.31924 0.40712 -1.66342
H -1.40696 -2.16372 -1.27003
H -0.97561 -2.13814 1.50109
```

Calculated values
Molar mass   148.25 g mol⁻¹
Kohn-Sham gap   7.8 eV
SMILES   CC[C@@H]1C(=O)C1(S)S

---

model A is preferred energetically. Next in line: 0.0521 hartree higher.

---

Model A:
Density functional theory data (the ωB97M-V functional and the def2-TZVPD basis) for a cluster of 4 separate species, C2H10NO5 in total.

Geometry as XYZ:
```
18
C2H10NO5 | OMol25 | the ωB97M-V functional and the def2-TZVPD basis
O 0.59715 0.69764 -2.71983
C 0.45939 0.64513 -1.50864
N 0.65496 -0.41069 -0.67414
C 0.24825 -0.22096 0.79126
O -1.10261 -0.13564 0.97111
H 0.65397 1.57949 -0.93659
H 0.29795 -1.29675 -1.03050
H 0.79055 -1.07629 1.25468
H 0.64914 0.73716 1.13159
H -3.01477 -1.68276 -0.83017
H -1.99912 -1.15381 0.30325
O -2.35336 -1.99361 -0.21794
H 3.11954 -0.95689 1.16034
H 2.57277 -0.35903 -0.26375
O 3.35288 -0.58174 0.30085
H -1.30764 1.42677 1.07441
H -1.94086 2.37804 0.13562
O -1.67819 2.40391 1.05846
```

Calculated values
Molar mass   128.10 g mol⁻¹
Total charge   -1
Kohn-Sham gap   9.0 eV

---

Model B:
Density functional theory data (the ωB97M-V functional and the def2-TZVPD basis) for a cluster of 4 separate species, C2H10NO5 in total.

Geometry as XYZ:
```
18
C2H10NO5 | OMol25 | the ωB97M-V functional and the def2-TZVPD basis
O -0.50397 0.22262 -2.34584
C -0.62817 0.14742 -1.12894
O 0.13368 -0.19102 -0.19965
C -2.04313 0.54486 -0.46469
N -2.12116 1.73938 0.23395
H -2.68517 0.66530 -1.35575
H -2.47552 -0.34510 0.20257
H -1.50204 1.90785 0.98527
H -2.08193 2.52898 -0.38956
H 0.56336 0.41273 3.06223
H 0.14792 1.46949 1.91784
O -0.13782 0.96138 2.66342
H 1.55130 -1.30400 1.45799
H 2.73889 -0.64816 1.22556
O 2.29097 -1.07591 2.00826
H 1.86346 -2.75038 -2.13324
H 1.30602 -1.79642 -0.94767
O 2.14835 -1.97578 -1.63883
```

Calculated values
Molar mass   128.10 g mol⁻¹
Total charge   -1
Kohn-Sham gap   7.5 eV

---

model A is preferred energetically. Next in line: 0.0122 hartree higher.

---

Model A:
Density functional theory data (the ωB97M-V functional and the def2-TZVPD basis) for a cluster of 2 separate species, C2H5IO in total.

Geometry as XYZ:
```
9
C2H5IO | OMol25 | the ωB97M-V functional and the def2-TZVPD basis
C -0.28938 -0.65110 -0.65316
C 0.70155 0.39723 -0.10591
O 0.45490 1.73944 -0.20062
I 2.74759 -0.05524 -0.02988
H -0.46662 -0.41131 -1.74532
H 0.08761 -1.65566 -0.74480
H -1.28394 -0.80092 -0.37271
H 0.80581 0.42477 2.23626
H 0.91841 2.22481 0.49594
```

Calculated values
Molar mass   171.97 g mol⁻¹
Kohn-Sham gap (alpha / beta)   9.4 / 6.9 eV

---

Model B:
Density functional theory data (the ωB97M-V functional and the def2-TZVPD basis) for an isolated molecule of C2H5IO.

Geometry as XYZ:
```
9
C2H5IO | OMol25 | the ωB97M-V functional and the def2-TZVPD basis
C -0.61138 -0.70499 -0.06571
C 0.32802 0.31370 0.43932
O 0.05335 1.59902 -0.07510
I 2.38011 -0.28921 -0.02236
H -0.43802 -0.59782 -1.18141
H -0.19929 -1.62058 0.10470
H -1.57640 -0.51566 0.30105
H 0.44621 0.35247 1.48902
H -0.38259 1.46305 -0.98951
```

Calculated values
Molar mass   171.97 g mol⁻¹
Kohn-Sham gap   10.0 eV
SMILES   C[C@H](O)I

---

model B is preferred energetically. Next in line: 0.1540 hartree higher.

---

Model A:
Density functional theory data (the ωB97M-V functional and the def2-TZVPD basis) for a cluster of 9 separate species, C26H74N4O9 in total.

Geometry as XYZ:
```
113
C26H74N4O9 | OMol25 | the ωB97M-V functional and the def2-TZVPD basis
C -2.38094 -0.45739 7.84516
O -1.98782 0.31730 6.70172
C -2.88686 1.32356 6.18001
C -3.17120 1.12678 4.68815
C -1.94741 1.52581 3.83863
N -4.46508 1.72847 4.26892
H -2.09218 0.08968 8.74262
H -1.74563 -1.34301 7.85745
H -3.43050 -0.73066 7.73643
H -3.83856 1.32533 6.71138
H -2.47132 2.28751 6.47364
H -3.25657 0.04565 4.57881
H -1.13393 0.84361 4.08555
H -1.73093 2.45932 4.35804
H -2.17522 1.82724 2.81621
H -4.30686 2.52108 3.66324
H -4.88963 1.04280 3.66087
C 4.24897 -6.04273 -2.95702
O 3.18167 -5.17662 -2.53914
C 3.00642 -4.14446 -3.44267
C 2.01481 -3.08575 -2.89097
C 1.22409 -2.40999 -3.99915
N 2.63972 -2.02757 -2.15049
H 5.15708 -5.45321 -3.08310
H 3.92182 -6.39230 -3.93624
H 4.32520 -6.92372 -2.31973
H 3.95313 -3.71303 -3.76781
H 2.53381 -4.46987 -4.36939
H 1.42149 -3.65298 -2.17381
H 1.79258 -1.76574 -4.66987
H 0.31015 -1.91503 -3.67078
H 0.84796 -3.14123 -4.71465
H 3.21496 -2.55166 -1.50665
H 3.43521 -1.57848 -2.58133
C -2.06467 -1.99668 -7.01158
O -1.98168 -1.40831 -5.71654
C -1.57822 -0.00407 -5.78217
C -1.30694 0.56452 -4.35296
C -2.45375 0.68913 -3.36248
N -0.82431 1.93996 -4.37586
H -1.18361 -1.91313 -7.64787
H -2.83398 -1.48955 -7.59391
H -2.19486 -3.07097 -6.88109
H -0.76395 0.19375 -6.47925
H -2.36569 0.57401 -6.26572
H -0.51026 -0.08151 -3.98411
H -2.15855 1.04999 -2.37722
H -2.85455 -0.31940 -3.26089
H -3.31794 1.21200 -3.77218
H -0.80870 2.10491 -3.37955
H -1.62253 2.49433 -4.65085
C -2.12439 -3.00321 -2.98808
O -2.91875 -2.80186 -1.81070
C -2.14481 -2.34542 -0.66969
C -3.01376 -2.12028 0.57152
C -2.26591 -1.43265 1.68974
N -3.51560 -3.37239 1.09277
H -1.33604 -3.73130 -2.79706
H -1.62587 -2.08374 -3.29492
H -2.75926 -3.27319 -3.83196
H -1.22302 -2.90826 -0.52267
H -1.82682 -1.30912 -0.78405
H -3.84580 -1.48916 0.25927
H -2.86299 -1.15455 2.55822
H -1.76471 -0.52166 1.36265
H -1.43559 -2.07725 1.97811
H -2.65122 -3.87150 1.24723
H -4.05922 -3.92843 0.44825
C 1.57646 5.29011 3.24801
C 0.45006 4.29411 3.61700
O -0.52225 4.93619 4.47077
H 2.53819 4.86323 2.96353
H 1.68343 6.06938 4.00259
H 1.22554 5.73370 2.31625
H 0.84090 3.49351 4.24500
H -0.08309 3.80942 2.79910
H -1.41542 4.85808 4.12763
C 4.16035 -0.88428 3.71678
C 2.72935 -0.39635 3.78892
O 2.26280 -0.86971 5.00913
H 4.73736 -0.57667 4.58887
H 4.64628 -0.70740 2.75726
H 4.17738 -1.97344 3.67757
H 2.12661 -0.61005 2.90622
H 2.65489 0.69083 3.76498
H 2.06565 -1.79210 4.83048
C -0.15180 1.22129 0.64836
C 0.81227 0.61514 -0.45008
O 1.01446 -0.75806 -0.20668
H -1.18958 0.98295 0.41535
H -0.08080 2.30496 0.55498
H 0.17896 1.09877 1.67972
H 1.82369 1.00248 -0.57287
H 0.39810 0.63193 -1.45818
H 1.69297 -1.10647 -0.78963
C -1.51212 5.73450 0.27086
C -1.66796 4.94507 -0.97349
O -2.66507 3.99580 -0.81585
H -1.32522 5.22870 1.21815
H -2.42784 6.30365 0.43093
H -0.73559 6.45050 0.00172
H -0.67693 4.55417 -1.20407
H -2.01676 5.59351 -1.77721
H -3.31105 4.17279 -1.50358
C 5.80495 0.06747 -1.95219
C 5.52842 0.04500 -0.41127
O 4.11659 0.13116 -0.36600
H 4.97044 0.56123 -2.45008
H 5.93843 -0.93637 -2.35542
H 6.68512 0.60582 -2.30374
H 6.05649 0.85422 0.09311
H 5.98506 -0.87482 -0.04588
H 3.77978 -0.25768 0.44453
```

Calculated values
Molar mass   586.90 g mol⁻¹
Kohn-Sham gap   9.2 eV
SMILES   COC[C@H](C)N.COC[C@H](C)N.COC[C@H](C)N.COC[C@H](C)N.CCO.CCO.CCO.CCO.CCO

---

Model B:
Density functional theory data (the ωB97M-V functional and the def2-TZVPD basis) for a cluster of 9 separate species, C26H74N4O9 in total.

Geometry as XYZ:
```
113
C26H74N4O9 | OMol25 | the ωB97M-V functional and the def2-TZVPD basis
C 5.39242 -0.32774 0.76013
O 5.17426 -1.38094 1.62954
C 6.24372 -2.35809 1.59150
C 5.82664 -3.53112 2.46435
C 4.69945 -4.40385 1.81196
N 5.30587 -3.13069 3.71570
H 4.65722 0.45671 0.93962
H 5.37371 -0.63388 -0.28582
H 6.39586 0.03663 0.98023
H 6.52896 -2.73060 0.60764
H 7.21446 -2.08495 2.00522
H 6.79186 -4.02931 2.55511
H 4.90826 -4.96314 0.89998
H 3.83021 -3.80595 1.53801
H 4.37786 -5.30976 2.32579
H 5.81959 -2.27672 3.87980
H 4.32239 -2.90418 3.67631
C 0.95474 0.45134 -7.60868
O 1.05632 -0.13414 -6.21384
C 0.38483 0.77438 -5.29796
C 0.35551 -0.03426 -4.03597
C -0.46262 0.52521 -2.84208
N 1.61725 -0.35605 -3.52312
H 1.42754 -0.16867 -8.37035
H 1.18402 1.49081 -7.84328
H -0.10034 0.39207 -7.87585
H 0.90737 1.69108 -5.02462
H -0.59480 1.20549 -5.50429
H -0.12120 -1.00723 -4.15509
H -0.28140 -0.03509 -1.92485
H -1.52940 0.51538 -3.06567
H -0.09904 1.49267 -2.49577
H 2.23102 -0.68439 -4.25495
H 1.40271 -1.13425 -2.91610
C 2.06737 2.58974 -0.87406
O 1.16297 2.54259 0.19948
C 0.08546 3.35231 -0.14254
C -1.07650 3.42360 0.94751
C -2.23670 4.12569 0.38519
N -0.62259 4.08970 2.15923
H 2.41688 3.61776 -0.96954
H 1.73994 2.15460 -1.81827
H 2.86725 1.92334 -0.55123
H 0.33209 4.39333 -0.35121
H -0.37585 2.95930 -1.04854
H -1.22021 2.37638 1.21357
H -2.72862 3.49720 -0.35717
H -2.03037 4.99396 -0.24063
H -2.99773 4.41728 1.10901
H -0.46118 4.99211 1.73532
H 0.34067 3.79493 2.23234
C -3.46313 0.24729 0.10334
O -2.10871 0.30869 0.61261
C -1.48992 -0.84625 0.82482
C -0.05778 -0.79759 1.38253
C 0.04633 0.04574 2.63758
N 0.98726 -0.29202 0.58202
H -3.75515 1.25878 -0.17897
H -4.20891 -0.02372 0.85064
H -3.57659 -0.28516 -0.84098
H -2.11855 -1.40687 1.51665
H -1.43346 -1.35885 -0.13547
H 0.31063 -1.76489 1.72416
H -0.67111 -0.43256 3.30437
H -0.30703 1.06176 2.46170
H 1.07478 0.23904 2.94259
H 1.78594 -0.20466 1.19405
H 0.84827 0.68181 0.35305
C -6.11356 2.46101 -1.84817
C -5.78072 3.92954 -2.36488
O -5.52917 3.86954 -3.77653
H -7.12904 2.29269 -2.20675
H -6.13144 2.28631 -0.77241
H -5.34748 1.78307 -2.22450
H -4.91716 4.44462 -1.94412
H -6.57872 4.60367 -2.05369
H -5.86565 4.68026 -4.16527
C 3.69724 -3.04125 -1.94419
C 3.02771 -2.07438 -1.02618
O 1.58481 -2.21036 -1.19446
H 3.76493 -4.01714 -1.46339
H 4.66618 -2.71232 -2.31978
H 3.08058 -3.08563 -2.84188
H 3.28350 -1.01741 -1.10008
H 3.22462 -2.14010 0.04387
H 1.17293 -1.62849 -0.55151
C -2.76338 1.43508 6.10202
C -1.94203 0.89930 7.28321
O -0.60980 0.86092 6.85884
H -3.83565 1.31037 6.25291
H -2.44952 0.92800 5.18963
H -2.56190 2.48036 5.86774
H -2.30130 -0.10560 7.50501
H -2.12941 1.50145 8.17226
H -0.52559 -0.03773 6.53183
C -5.96927 -0.79013 -3.63656
C -5.78474 0.43273 -4.62020
O -5.66881 -0.15342 -5.93313
H -5.83131 -0.41023 -2.62426
H -5.29676 -1.64488 -3.70897
H -7.01852 -1.06531 -3.74353
H -4.86609 0.95692 -4.35674
H -6.63488 1.11038 -4.54183
H -6.47823 -0.56540 -6.24409
C 2.38735 -4.48689 4.95491
C 2.10941 -3.12035 4.48340
O 0.69739 -2.98959 4.16506
H 3.45931 -4.62563 4.81442
H 1.91834 -5.27238 4.36235
H 2.32151 -4.65334 6.03012
H 2.62038 -2.89766 3.54670
H 2.47514 -2.26931 5.05793
H 0.24726 -2.53253 4.87926
```

Calculated values
Molar mass   586.90 g mol⁻¹
Kohn-Sham gap   8.8 eV
SMILES   COC[C@H](C)N.COC[C@H](C)N.COC[C@H](C)N.COC[C@H](C)N.CCO.CCO.CCO.CCO.CCO

---

model A is preferred energetically. Next in line: 0.0322 hartree higher.